Formula: C16H12BClFN4O6PS
Source: the Open Molecules 2025 dataset
Level of theory: wB97M-V/def2-TZVPD

Total charge: 0

Geometry as XYZ:
```
43
Properties=species:S:1:pos:R:3:mulliken_charge:R:1
N -1.2910 -2.8136 2.3694 -0.59
B -1.4065 -3.1091 0.9355 1.27
O -1.2631 -4.3937 0.4918 -0.75
C -1.6631 -1.9253 -0.0985 -0.47
C -2.9198 -1.4775 -0.5123 -0.80
P -4.4387 -2.2429 0.0918 0.41
O -5.1932 -3.0365 -0.9022 -0.67
C -3.0015 -0.4032 -1.3882 0.62
F -4.2384 0.0243 -1.6995 -0.44
C -1.9131 0.2607 -1.9136 0.56
C -1.9740 1.4530 -2.8470 -1.08
C -3.2907 1.7666 -3.5202 0.36
O -3.8238 2.8190 -3.3898 -0.45
Cl -4.0165 0.5541 -4.5791 -0.17
C -0.6496 -0.1980 -1.5009 0.10
C -0.5528 -1.2655 -0.6131 0.58
S 1.0798 -1.7796 -0.1103 -0.41
C 1.8057 -0.1645 0.0614 0.55
C 1.4352 0.7717 -0.8973 0.38
C 1.9616 2.0542 -0.8316 -0.97
C 2.8366 2.3713 0.1992 -0.79
C 3.1960 1.4488 1.1686 0.48
C 4.1223 1.8424 2.3004 -0.75
O 4.3532 3.2489 2.3002 -0.21
N 3.9159 3.8127 3.5523 0.15
O 3.1020 4.6187 3.3808 -0.25
C 2.6801 0.1553 1.0853 0.36
N 3.0203 -0.8531 2.0629 -0.57
C 4.1959 -1.2116 2.0373 0.70
O 5.3197 -1.4666 2.1584 -0.41
N 0.5551 0.3783 -1.9356 -0.37
H -0.4233 -3.2043 2.7280 0.23
H -2.0274 -3.2842 2.8893 0.23
H -1.3573 -4.4057 -0.4703 0.33
H -5.2098 -1.1613 0.5697 0.07
H -4.0654 -2.9508 1.2573 0.02
H -1.2633 1.2680 -3.6631 0.54
H -1.6142 2.3496 -2.3409 0.37
H 1.6817 2.7878 -1.5779 0.35
H 3.2229 3.3797 0.2330 0.44
H 5.0617 1.2862 2.3027 0.31
H 3.6135 1.5904 3.2400 0.49
H 0.4374 1.1051 -2.6240 0.25
```

Formula: C16H12ClFIN2O2S
Source: the Open Molecules 2025 dataset
Level of theory: wB97M-V/def2-TZVPD

Total charge: -1

Geometry as XYZ:
```
36
Properties=species:S:1:pos:R:3:mulliken_charge:R:1
C -3.1565 1.7354 1.2253 -1.04
C -3.0686 0.7030 0.1082 -0.44
S -2.2554 -0.8465 0.5336 -0.12
C -0.7488 -0.3426 1.4034 -1.28
C 0.3838 0.1098 0.4996 0.62
C 0.9462 1.3654 0.6866 -0.20
C 1.9741 1.8778 -0.1116 0.03
C 2.4867 1.1243 -1.1540 -0.96
I 4.0330 1.8979 -2.3555 0.28
C 1.9305 -0.1556 -1.3553 1.46
Cl 2.5741 -1.1340 -2.6231 -0.20
C 0.9072 -0.6713 -0.5516 1.04
C 0.3705 -2.0506 -0.7862 -0.60
C 0.4522 -2.9927 0.2360 -0.49
C -0.0316 -4.2660 0.0005 -0.67
C -0.5838 -4.5501 -1.2357 -0.45
C -0.6102 -3.5399 -2.1806 -0.40
N -0.1410 -2.3110 -1.9891 -0.46
C 2.3517 3.2371 0.3924 0.11
O 3.0962 4.0458 -0.0351 -0.49
N 1.5953 3.3802 1.5694 -0.11
C 0.6478 2.3969 1.7299 0.20
O -0.1983 2.4361 2.5927 -0.65
H -2.2385 2.2931 1.3402 0.14
H -3.4784 1.3089 2.1703 0.29
H -3.9120 2.4684 0.9357 0.40
H -2.6227 1.1763 -0.7646 0.31
H -4.0791 0.4371 -0.1897 0.43
H -0.9661 0.4471 2.1114 0.58
H -0.4336 -1.2011 1.9825 0.42
H 0.9056 -2.7161 1.1716 0.59
H 0.0486 -5.0119 0.7780 0.41
H -0.9641 -5.5402 -1.4263 0.39
H -1.0303 -3.7551 -3.1552 0.42
H 1.4303 4.2965 1.9559 0.30
F 4.3853 4.3476 -3.5095 -0.89
```

Formula: C16H12FNO4
Source: the Open Molecules 2025 dataset
Level of theory: wB97M-V/def2-TZVPD

Energy relative to the best compared isomer or geometry (same formula, charge and spin) in kcal per mole: 170.1
Total charge: 0

Geometry as XYZ:
```
34
Properties=species:S:1:pos:R:3:mulliken_charge:R:1
C 1.1601 -0.3873 1.9239 -0.78
C 2.0490 -0.0234 0.6416 0.84
C 3.1528 1.0846 0.8696 -0.65
C 4.0930 1.5204 -0.2869 -0.44
C 3.8722 0.8463 -1.6833 -0.48
C 2.7583 -0.2449 -1.9100 -0.81
C 1.8147 -0.7249 -0.7326 0.76
C 0.7473 -1.8725 -1.0416 -0.98
C -0.7101 -1.6313 -0.4355 0.64
C -1.0911 -2.4955 0.6572 -0.45
C -2.5248 -2.2725 1.3515 0.17
O -3.0146 -3.1647 2.0911 -0.54
C -3.3240 -0.8769 1.1433 -0.45
C -2.8996 -0.0462 0.0587 0.52
C -3.6389 1.3554 -0.2067 0.07
O -4.8333 1.4784 0.1587 -0.47
N -2.9446 2.4707 -0.9131 -0.25
C -1.7427 2.8619 -0.1550 0.47
O -1.8434 3.8604 0.6076 -0.45
F -0.4866 2.1972 -0.1800 -0.13
C -1.7158 -0.4938 -0.9244 0.52
O -1.4967 0.0271 -2.0609 -0.60
H 1.0480 -1.5173 2.1066 0.20
H 0.0869 -0.0114 1.6843 0.08
H 1.4990 0.2030 2.8412 0.37
H 3.2868 1.5602 1.8961 0.24
H 4.8878 2.3024 -0.0548 0.31
H 4.5791 1.1993 -2.5239 0.30
H 2.6826 -0.6865 -2.9737 0.24
H 1.1626 -2.8971 -0.7316 0.37
H 0.6452 -1.9181 -2.1970 0.31
H -0.3489 -3.3111 1.0038 0.33
H -4.1768 -0.5990 1.8669 0.38
H -2.7334 2.2073 -1.8914 0.37
```

Formula: C16H13AuF5N2O9S2Te
Source: the Open Molecules 2025 dataset
Level of theory: wB97M-V/def2-TZVPD

Energy relative to the best compared isomer or geometry (same formula, charge and spin) in kcal per mole: 51.1
Total charge: -1

Geometry as XYZ:
```
49
Properties=species:S:1:pos:R:3:mulliken_charge:R:1
Au 1.1837 0.9158 -1.2839 1.37
O -1.3908 3.7304 5.0852 -0.71
C -2.1235 3.4436 4.1253 0.21
O -3.3257 3.6839 3.8986 -0.73
C -1.4308 2.6598 2.9927 0.35
C -2.1025 1.6520 2.3083 -1.04
C -1.4809 1.0117 1.2508 -0.28
N -0.2658 1.3574 0.8223 0.21
C 0.3986 2.2991 1.4955 0.56
C -0.1291 2.9540 2.5953 -0.71
C 1.7783 2.6559 1.0029 0.45
O 2.4810 3.4311 1.6008 -0.65
O 2.2231 2.1118 -0.1307 -0.61
H -3.1152 1.4016 2.5943 0.49
H -1.9737 0.2201 0.6963 0.45
H 0.4531 3.6943 3.1249 0.57
F -1.7399 -3.1530 -3.1000 -0.35
Te -0.6588 -1.6794 -2.8272 1.99
F 0.6300 -2.9904 -2.4547 -0.40
F -1.9151 -0.7539 -3.9120 -0.43
F -1.9183 -1.1912 -1.5314 -0.43
F 0.0786 -1.9365 -4.5370 -0.40
O 0.3438 -0.1218 -2.7587 -0.80
C -1.9450 2.3775 -3.5383 -1.15
S -1.4303 2.1803 -1.8475 1.08
C -2.0603 3.6734 -1.1166 -1.00
O 0.0995 2.5024 -1.9172 -0.74
H -1.4930 3.2800 -3.9464 0.38
H -3.0334 2.4338 -3.5514 0.40
H -1.6185 1.4822 -4.0627 0.27
H -3.1470 3.6587 -1.1928 0.41
H -1.6324 4.5317 -1.6316 0.38
H -1.7657 3.6581 -0.0666 0.18
O 2.3178 -0.6468 -0.7248 -0.81
C 1.6202 -1.6043 -0.2433 0.90
N 0.3156 -1.6354 -0.2802 -0.16
S -0.2485 -2.9335 0.6073 1.21
O -1.0840 -3.7438 -0.2261 -0.68
O -0.7449 -2.4819 1.8700 -0.67
C 1.3515 -3.6563 0.8596 0.19
C 1.7031 -4.8508 1.4505 -0.75
C 3.0612 -5.1352 1.5371 -0.44
C 4.0185 -4.2426 1.0597 -0.60
C 3.6452 -3.0403 0.4741 -0.50
C 2.2925 -2.7690 0.3795 0.19
H 0.9552 -5.5368 1.8236 0.47
H 3.3807 -6.0682 1.9828 0.40
H 5.0675 -4.4932 1.1457 0.39
H 4.3744 -2.3361 0.0980 0.53
```

Formula: C16H13Cl3N2O4
Source: the Open Molecules 2025 dataset
Level of theory: wB97M-V/def2-TZVPD

Energy relative to the best compared isomer or geometry (same formula, charge and spin) in kcal per mole: 0.0
Total charge: 0

Geometry as XYZ:
```
38
Properties=species:S:1:pos:R:3:mulliken_charge:R:1
C -7.2899 -2.5394 -0.9463 -1.03
C -6.6446 -2.7196 0.4250 -0.43
O -6.3388 -1.4897 1.0493 -0.46
C -5.2634 -0.7653 0.6352 0.71
C -5.1133 0.4856 1.2381 -0.66
C -4.0571 1.3110 0.9213 -0.33
C -3.1142 0.8995 -0.0172 0.43
N -2.0135 1.6799 -0.4006 -0.04
C -1.6248 2.8804 0.0764 0.79
O -2.1978 3.5478 0.9067 -0.65
C -0.3152 3.3768 -0.5818 -0.76
O 0.8238 2.6068 -0.1977 -0.34
C 1.0840 1.4957 -0.8589 0.59
O 0.3904 1.0320 -1.7353 -0.66
C 2.3644 0.8757 -0.3933 0.26
N 3.3250 1.7123 -0.0305 -0.41
C 4.4872 1.2460 0.3594 -0.35
C 4.7695 -0.1187 0.4173 0.29
Cl 6.3029 -0.6784 0.9283 -0.17
C 3.7699 -1.0212 0.0513 0.19
Cl 4.0434 -2.7075 0.1126 -0.15
C 2.5350 -0.5141 -0.3680 0.24
Cl 1.2791 -1.5879 -0.7949 -0.16
C -3.2560 -0.3464 -0.6169 -1.08
C -4.3172 -1.1742 -0.2997 -0.31
H -6.6129 -2.0352 -1.6315 0.33
H -7.5531 -3.5098 -1.3583 0.35
H -8.1910 -1.9388 -0.8518 0.30
H -7.3529 -3.1989 1.1068 0.31
H -5.7518 -3.3538 0.3568 0.33
H -5.8495 0.7916 1.9640 0.41
H -3.9561 2.2729 1.3947 0.51
H -1.4272 1.2523 -1.1133 0.15
H -0.4227 3.3616 -1.6722 0.38
H -0.1147 4.3886 -0.2274 0.32
H 5.2315 1.9776 0.6374 0.43
H -2.5257 -0.6748 -1.3434 0.36
H -4.3857 -2.1337 -0.7873 0.33
```

Formula: C16H13ClN4O2S2
Source: the Open Molecules 2025 dataset
Level of theory: wB97M-V/def2-TZVPD

Total charge: 0

Geometry as XYZ:
```
38
Properties=species:S:1:pos:R:3:mulliken_charge:R:1
O 2.5328 1.8944 -1.4923 -0.65
S 2.4404 2.2096 -0.0488 1.30
O 2.1341 3.6764 0.0580 -0.77
N 0.9735 1.6410 0.5970 -0.12
C 0.6607 0.3872 0.4077 0.21
N 1.5025 -0.5929 0.5107 -0.08
N 0.9157 -1.8248 0.2596 -0.96
C -0.2948 -1.5210 0.0195 0.47
N -0.5769 -0.2079 0.1662 0.20
C -1.8380 0.3924 -0.0550 0.75
C -2.2021 1.6877 0.3304 -0.80
C -3.5660 2.0778 0.1852 -0.82
C -4.4757 1.2741 -0.5032 -0.38
C -4.1252 -0.0116 -0.9947 -0.80
C -2.8140 -0.4136 -0.7468 0.92
C -2.3131 -1.7815 -1.2319 -0.90
C -1.2078 -2.5184 -0.4454 -0.65
C 3.6406 1.5946 1.2531 0.21
C 4.4905 0.4446 1.0133 -0.38
C 5.3469 0.0091 1.9511 -0.57
C 5.3785 0.4463 3.2320 0.00
Cl 6.4003 -0.4883 4.3928 -0.20
C 4.6622 1.6642 3.4202 -0.37
C 3.8257 2.2480 2.3897 0.34
S 3.0135 3.7731 2.7509 -0.27
H 0.2906 2.2619 0.2819 0.23
H -1.4928 2.3851 0.6483 0.53
H -3.9060 3.1560 0.3692 0.28
H -5.3509 1.7648 -0.8871 0.34
H -4.8059 -0.6172 -1.6243 0.37
H -3.2063 -2.4492 -1.2218 0.38
H -1.8205 -1.6121 -2.1919 0.28
H -1.6378 -2.8668 0.4909 0.24
H -0.8269 -3.3521 -0.9748 0.45
H 4.5547 -0.2066 0.0861 0.29
H 5.8485 -0.9410 1.9210 0.32
H 4.8049 2.2986 4.3190 0.35
H 3.1528 4.2269 1.4727 0.26
```

Formula: C16H13FN4O
Source: the Open Molecules 2025 dataset
Level of theory: wB97M-V/def2-TZVPD

Energy relative to the best compared isomer or geometry (same formula, charge and spin) in kcal per mole: 6.4
Total charge: 0

Geometry as XYZ:
```
35
Properties=species:S:1:pos:R:3:mulliken_charge:R:1
C 2.6397 1.1679 2.6571 -2.13
C 2.4085 -0.3268 2.9252 1.55
C 1.7301 -0.4676 4.2764 -1.49
O 3.6800 -0.9197 2.9299 -0.57
C 1.5462 -1.0098 1.8540 -0.03
C 1.4760 -2.4143 1.7833 -0.38
N 0.6783 -3.0898 0.9484 -0.64
C 0.0020 -2.4094 0.0121 -0.84
C 0.0445 -1.0110 -0.0990 -0.02
C -0.7658 -0.2850 -1.1129 0.28
N -1.1065 1.0561 -0.9304 -0.68
C -1.8151 1.4493 -1.9988 0.55
C -2.4985 2.7270 -2.2973 -0.85
C -3.2056 2.8265 -3.4739 -0.26
C -3.3101 1.6651 -4.3886 0.12
F -4.1115 1.7555 -5.4920 -0.28
C -2.6891 0.4800 -4.0756 -0.08
N -1.9850 0.3765 -2.8518 0.06
C -1.3331 -0.6779 -2.3004 0.89
C -1.3150 -2.0127 -2.8655 -0.30
N -1.2438 -3.0535 -3.3499 -0.50
C 0.8195 -0.3312 0.8516 0.16
H 3.0547 1.3422 1.6447 0.48
H 3.3331 1.5840 3.4050 0.48
H 1.7125 1.7095 2.6584 0.44
H 0.8821 0.2166 4.3768 0.32
H 1.4124 -1.4974 4.4060 0.42
H 2.3997 -0.2375 5.0790 0.39
H 4.3256 -0.2979 2.5803 0.35
H 2.0782 -2.9421 2.5581 0.43
H -0.6023 -3.0412 -0.6132 0.39
H -2.4805 3.5407 -1.5552 0.41
H -3.6630 3.7840 -3.7047 0.40
H -2.8138 -0.4041 -4.6906 0.39
H 0.7154 0.7479 0.8533 0.53
```

| no. | F_max (Eh/bohr) | E_LUMO (eV) | HOMO-LUMO gap (Eh) |
| --- | --- | --- | --- |
| 1 | 0.02173 | -0.46 | 0.302 |
| 2 | 0.02370 | 2.01 | 0.214 |
| 3 | 0.11821 | -2.23 | 0.239 |
| 4 | 0.03852 | 0.30 | 0.210 |
| 5 | 0.01568 | -0.41 | 0.275 |
| 6 | 0.12785 | -0.03 | 0.328 |
| 7 | 0.05281 | -0.21 | 0.319 |